(1)
Entry from OMol25: 3 unconnected molecules or ions with the total composition C28H40F17N2O3 in a non-equilibrium geometry (ωB97M-V with the def2-TZVPD basis set).

Structure (XYZ):
```
90
Properties=species:S:1:pos:R:3:forces:R:3:mulliken_charge:R:1
C 5.2681 -0.6553 0.9276 0.24 0.29 0.20 -0.4510
O 4.8714 -2.0832 1.1091 -0.50 1.27 -2.91 -0.3243
C 4.1064 -2.4998 -0.1059 -0.20 -0.91 -0.87 -0.3585
C 3.9314 -4.1481 -0.1914 0.03 1.01 1.12 -0.6775
C 2.8129 -4.5993 0.9392 0.45 -0.25 -0.26 -0.5858
C 1.2930 -4.8146 0.2893 0.53 -0.01 0.20 -0.6081
C 0.1426 -3.9324 1.0548 0.65 -0.06 0.16 -0.4224
C -1.2344 -3.7028 0.1416 0.76 0.04 1.56 -0.1871
C -2.4641 -3.5531 1.2323 -0.43 -0.68 0.00 -0.1185
C -3.9409 -3.8597 0.5901 0.03 -0.03 -0.73 -0.9646
C -4.4544 -2.6816 -0.4514 -0.74 -1.11 0.29 -0.5043
C -4.2595 -1.1675 0.1278 -0.74 0.57 -0.21 -0.7050
C -3.0109 -0.3089 -0.5171 0.38 -0.29 -2.41 0.8724
C -2.8906 -0.4574 -2.1283 4.50 3.53 2.51 -0.4692
C -1.6273 0.4026 -2.6584 -2.38 -1.13 4.30 -0.2041
C -0.8274 1.1685 -1.5134 0.24 0.12 -0.37 -0.4030
N -1.0446 1.2769 -0.0751 -1.18 -2.26 -6.77 -0.8291
N -2.1126 0.5309 0.2609 -2.62 -1.40 0.30 0.8385
C -2.3878 0.6441 1.7798 -0.51 0.30 1.38 -0.6024
C -1.6666 1.9485 2.4714 0.72 0.13 1.41 0.2526
C -0.1176 1.6376 3.0141 -0.16 0.68 0.45 -0.5714
F -2.4528 2.2235 3.7327 1.22 -0.81 -2.80 -0.3776
H 6.3362 -0.5231 1.4119 -2.42 -0.19 -0.74 0.2259
H 5.3688 -0.3375 -0.1953 -0.21 -0.86 1.97 0.2718
H 4.4446 0.0427 1.4042 1.78 -1.32 -0.73 0.0922
H 3.0518 -1.9925 -0.0841 1.74 -0.85 -0.04 0.1655
H 4.6450 -2.1813 -1.1065 -0.83 -0.34 2.11 0.3662
H 3.5841 -4.4889 -1.2581 0.75 0.82 1.99 0.3450
H 5.0015 -4.5915 0.0419 -2.29 0.78 -0.48 0.3186
H 3.2126 -5.6180 1.4041 -1.13 2.26 -0.77 0.3805
H 2.7830 -3.7519 1.7682 0.11 -1.93 -1.62 0.3000
H 1.3083 -4.5071 -0.8439 0.00 -0.63 2.10 0.3055
H 1.0789 -5.9754 0.3701 0.09 2.48 -0.32 0.2445
H -0.0894 -4.4862 2.0798 0.23 1.21 -2.21 0.2526
H 0.6216 -2.8879 1.3608 -1.05 -2.09 -0.73 0.0544
H -1.0876 -2.7189 -0.5130 -0.41 -2.24 1.20 0.0368
H -1.3567 -4.6660 -0.5168 -0.03 2.01 1.13 0.3018
H -2.2735 -4.3689 2.0656 -0.42 1.72 -1.68 0.4141
H -2.4580 -2.5000 1.7891 0.11 -2.20 -1.26 -0.1036
H -4.7886 -4.0519 1.3822 1.88 0.54 -1.32 0.3239
H -3.8732 -4.8552 -0.0588 -0.10 2.09 1.45 0.3352
H -3.9750 -2.9154 -1.4849 -0.75 0.83 1.81 0.3059
H -5.6306 -2.8480 -0.5723 2.62 0.47 0.13 0.3186
H -4.2798 -1.2552 1.2880 0.40 0.43 -2.16 0.3539
H -5.2463 -0.5651 -0.1719 2.28 -1.07 0.60 0.3880
H -3.5927 -1.1197 -2.7830 1.44 1.49 1.51 0.3859
H -1.3084 0.4678 -3.7796 -0.63 -0.08 2.39 0.3344
H 0.1331 1.7728 -1.8916 -2.43 -1.45 1.09 0.3167
H -3.5544 0.7677 2.0024 2.70 -0.49 -0.71 0.3056
H -1.9302 -0.3240 2.2566 -1.13 1.85 -0.80 0.1694
H -1.7408 2.9414 1.8462 0.07 -2.20 1.18 0.3803
H 0.6683 2.4026 2.5469 -1.84 -1.97 0.81 0.2632
H -0.0821 1.8308 4.1907 -0.38 -0.41 -2.69 -0.0181
H 0.1962 0.5161 2.8627 -0.57 2.30 0.04 0.2079
C -3.1393 2.0251 -8.8394 -0.37 0.37 -1.03 -0.7030
C -3.7333 1.6092 -7.4854 -0.49 -0.71 -0.80 0.8980
C -2.9126 2.0276 -6.2719 0.01 0.33 0.66 0.1030
F -1.6843 1.4614 -6.2651 -0.34 0.03 0.36 -0.2188
F -3.5199 1.6281 -5.1221 -0.22 -0.11 0.01 -0.3031
F -3.9626 0.2692 -7.4892 0.26 0.35 0.30 -0.2711
F -4.9689 2.1954 -7.3892 0.60 0.20 0.28 -0.3278
O -2.4101 1.0122 -9.5365 1.39 -0.13 1.39 -0.3929
C -1.0344 0.8925 -9.1782 -1.07 1.56 -1.21 0.7340
C -0.6931 -0.4804 -8.5902 0.25 -0.89 0.29 0.1923
F -1.3973 -0.7235 -7.4531 0.04 0.15 -0.39 -0.1986
F 0.6218 -0.5589 -8.2534 -0.33 0.41 -0.27 -0.2522
F -0.6916 1.9159 -8.3598 0.48 -0.61 -0.38 -0.2631
F -0.3366 1.0859 -10.3302 -0.15 -0.57 0.69 -0.2842
H -3.9892 2.2463 -9.4968 0.08 -0.28 0.24 0.4175
H -2.5848 2.9696 -8.7849 -0.03 -0.31 0.23 0.3522
H -2.7981 3.1147 -6.2236 -0.06 -0.04 -0.16 0.3027
H -0.9162 -1.2808 -9.3014 -0.03 0.24 -0.10 0.2457
C 2.7346 4.3611 5.1941 0.01 0.82 -0.77 -0.7769
C 2.9606 2.8438 5.2709 1.15 0.43 -0.08 0.9329
C 2.1310 2.1268 6.3286 -0.22 -0.92 0.69 0.1918
F 2.4185 2.5526 7.5798 -0.12 -0.37 -0.55 -0.2399
F 2.3881 0.7911 6.3149 0.04 0.20 -0.36 -0.2780
F 4.2877 2.5959 5.4314 -0.58 -0.05 0.13 -0.2810
F 2.6331 2.3240 4.0453 -0.35 -0.04 0.28 -0.2721
O 3.7030 5.1693 5.8669 -0.52 -0.70 1.63 -0.4123
C 3.4582 5.3892 7.2550 -1.04 0.69 -1.61 0.7510
C 4.5719 4.8328 8.1480 0.76 -0.54 0.64 0.2036
F 4.7024 3.4878 8.0006 -0.08 0.59 -0.19 -0.2156
F 4.3049 5.0523 9.4629 -0.26 0.22 -0.56 -0.2489
F 2.2341 4.9075 7.5782 0.61 0.53 0.38 -0.2732
F 3.3796 6.7392 7.4049 0.41 -0.66 0.23 -0.2917
H 2.8395 4.6378 4.1378 0.22 -0.19 0.22 0.4392
H 1.7076 4.6483 5.4497 0.24 -0.27 0.18 0.3469
H 1.0593 2.2579 6.1512 0.04 0.16 -0.07 0.2061
H 5.5354 5.2922 7.9094 -0.19 0.12 -0.13 0.2456
```
Positions in Å, forces in eV/Å.

The calculation puts the frontier orbital gap at 6.66 eV. Its maximum force is 7.2 eV Å⁻¹. The charge is +1.

(2)
Entry from OMol25: 5 unconnected molecules or ions with the total composition C26H44F9NO16S in a non-equilibrium geometry (ωB97M-V with the def2-TZVPD basis set).

Structure (XYZ):
```
97
Properties=species:S:1:pos:R:3:forces:R:3:mulliken_charge:R:1
H -2.2965 -4.6607 2.5950 0.05 0.27 0.03 0.2092
N -2.7097 -4.4891 1.6785 0.39 0.83 0.86 -0.3477
C -3.0139 -5.5863 1.1581 -0.51 -0.67 -0.71 -0.5169
C -3.6398 -5.6148 -0.2013 0.84 -0.16 0.02 0.9984
C -2.6120 -5.7346 -1.3646 -0.79 -0.21 0.28 -0.8855
O -2.3920 -4.5089 -2.0107 0.61 -0.18 0.07 -0.4206
C -1.4731 -3.6697 -1.3444 -0.41 0.84 -0.25 -0.5678
C -2.1286 -2.3174 -0.9257 -0.26 -0.52 0.20 -0.4426
O -3.4991 -2.2236 -1.3288 -0.23 -0.31 -0.22 -0.2811
C -4.2686 -1.7104 -0.2856 0.65 -0.65 0.11 -1.0005
S -5.8791 -1.1666 -0.9143 0.76 2.21 -1.39 1.1331
O -6.0969 0.1505 -0.4021 -0.37 -0.06 1.29 -0.6303
O -5.8681 -1.1891 -2.3363 -0.25 -1.38 -0.59 -0.6208
C -7.2551 -2.1781 -0.1896 1.24 -1.29 0.30 0.5120
F -7.1182 -2.0486 1.1279 0.30 0.06 1.01 -0.2578
F -8.4090 -1.6791 -0.5086 -1.06 0.82 -1.03 -0.2541
C -7.2462 -3.7212 -0.4782 -0.56 0.68 -0.43 0.6813
F -8.4770 -4.1583 -0.2087 -1.04 -0.17 0.19 -0.3014
F -6.4418 -4.3078 0.3849 1.17 -0.40 0.50 -0.2420
C -6.9396 -4.1509 -1.9183 -0.61 -1.39 0.73 0.5229
F -7.6408 -3.4188 -2.7518 -0.72 1.03 -0.84 -0.2896
F -5.6566 -4.0509 -2.1659 1.43 0.37 -0.13 -0.1119
C -7.3283 -5.6351 -2.2114 0.96 0.96 -0.79 0.4947
F -8.6099 -5.8050 -2.3185 -1.45 -0.25 0.38 -0.2360
F -6.7953 -6.4523 -1.3395 0.14 -0.76 1.16 -0.2310
F -6.7971 -5.9261 -3.3894 0.41 -0.18 -0.91 -0.2622
H -2.8566 -6.5335 1.6752 0.10 -0.19 -0.03 0.4485
H -4.3197 -6.4575 -0.2729 -0.33 0.06 0.03 0.3361
H -4.1297 -4.6608 -0.3340 -0.37 -0.02 -0.17 -0.8197
H -1.6896 -6.2043 -1.0160 0.20 0.06 -0.06 0.3838
H -3.0648 -6.3926 -2.0969 0.10 -0.05 -0.32 0.4403
H -0.6307 -3.4391 -1.9926 0.05 -0.15 -0.28 0.4550
H -1.0763 -4.1370 -0.4515 0.02 -0.19 0.18 0.2700
H -1.5981 -1.4710 -1.3539 0.17 0.10 0.04 0.2063
H -2.1091 -2.2901 0.1608 0.27 0.23 0.15 0.4491
H -3.7980 -0.8006 0.0834 -0.45 0.39 0.23 0.7721
H -4.3284 -2.4345 0.5351 -0.39 0.07 0.15 0.3234
C -3.7601 4.5432 5.1460 -0.04 0.10 -0.23 -1.0899
C -4.5059 3.2430 5.3623 0.33 0.10 0.26 -0.1728
O -5.6715 3.1566 4.5335 -0.07 -0.08 -0.01 -0.3654
C -5.4454 2.8497 3.2525 -0.04 0.02 0.01 0.7690
O -4.3677 2.6238 2.7610 -0.04 -0.01 0.03 -0.5678
O -6.6137 2.8376 2.6184 0.01 0.03 0.02 -0.3480
C -6.5179 2.5949 1.2067 0.00 0.08 -0.18 -0.4553
H -4.4301 5.3933 5.2819 0.00 -0.02 0.12 0.2891
H -2.9319 4.6295 5.8498 -0.03 -0.02 0.03 0.3530
H -3.3588 4.6017 4.1350 0.04 -0.09 0.02 0.3108
H -4.8685 3.1906 6.3877 -0.20 -0.03 -0.08 0.2870
H -3.8621 2.3788 5.1970 -0.03 0.02 -0.16 0.3033
H -5.9568 1.6932 0.9966 0.06 0.16 0.14 0.2537
H -6.0592 3.4522 0.7138 0.08 -0.04 0.04 0.3155
H -7.5295 2.4726 0.8308 -0.07 0.02 0.20 0.2081
C 0.1474 2.5321 -3.7716 0.29 0.01 -0.05 -1.2230
C -0.1549 1.5794 -2.6347 -0.36 0.31 -0.13 -0.0688
O 0.8850 0.6026 -2.4687 -0.05 -0.13 0.10 -0.3541
C 1.9867 1.0328 -1.8544 -0.02 0.00 -0.16 0.7604
O 2.1713 2.1423 -1.4244 0.02 -0.06 0.07 -0.5615
O 2.8571 0.0216 -1.8119 -0.05 0.00 0.06 -0.3248
C 4.1240 0.3712 -1.2505 0.35 0.01 0.08 -0.3390
H 0.3479 1.9778 -4.6896 -0.13 -0.02 -0.01 0.3183
H -0.6946 3.2033 -3.9398 -0.03 -0.04 0.01 0.3649
H 1.0288 3.1345 -3.5549 -0.05 0.03 0.08 0.3181
H -1.0592 1.0151 -2.8582 0.13 -0.20 0.02 0.2216
H -0.3254 2.1121 -1.6992 0.18 -0.01 0.03 0.3554
H 4.0091 0.8276 -0.2699 -0.04 0.08 -0.05 0.0715
H 4.6549 1.0449 -1.9225 -0.03 0.10 0.09 0.2304
H 4.7028 -0.5418 -1.1420 -0.19 -0.12 -0.10 0.2350
C 8.5001 1.5715 2.9806 -0.17 0.07 -0.20 -1.0870
C 7.7226 1.5080 4.2788 0.42 -0.20 -0.03 -0.1834
O 6.5485 2.3312 4.2334 -0.10 0.02 0.09 -0.3830
C 5.5184 1.8252 3.5557 0.09 0.06 -0.04 0.8252
O 5.4857 0.7505 3.0116 -0.03 0.04 0.03 -0.5673
O 4.5286 2.7190 3.5764 0.01 -0.06 0.06 -0.3625
C 3.3830 2.3339 2.8146 -0.29 0.01 -0.16 -0.5487
H 8.7285 2.6069 2.7238 0.08 0.00 0.09 0.2817
H 9.4332 1.0147 3.0680 0.00 0.02 0.04 0.3684
H 7.9257 1.1503 2.1565 0.00 -0.08 0.05 0.3126
H 8.3278 1.9027 5.0931 -0.17 0.15 0.04 0.2874
H 7.4533 0.4836 4.5364 -0.14 0.02 -0.10 0.3081
H 3.0242 1.3499 3.1095 0.12 -0.05 -0.04 0.2994
H 3.6208 2.3474 1.7516 -0.01 -0.10 0.00 0.1988
H 2.6017 3.0631 3.0088 0.16 0.12 0.11 0.2344
C 8.8206 5.1873 -2.3433 -0.22 -0.09 -0.14 -1.1063
C 9.6506 4.0204 -1.8513 0.19 0.43 -0.01 -0.1928
O 8.8689 2.8215 -1.7460 0.01 -0.13 0.04 -0.3086
C 8.6170 2.1968 -2.8962 0.00 0.09 0.06 0.7312
O 8.9993 2.5322 -3.9870 -0.02 -0.06 0.03 -0.5617
O 7.8605 1.1292 -2.6280 0.02 -0.05 0.02 -0.2948
C 7.4443 0.3975 -3.7821 -0.17 -0.17 -0.17 -0.7372
H 7.9394 5.3201 -1.7141 0.08 0.05 0.09 0.2925
H 9.4079 6.1054 -2.3277 0.02 -0.02 0.04 0.3594
H 8.4728 5.0201 -3.3619 0.09 -0.01 -0.03 0.3128
H 10.0155 4.2231 -0.8458 -0.10 -0.19 0.07 0.2905
H 10.5187 3.8479 -2.4873 -0.10 -0.10 -0.10 0.3132
H 8.2903 0.1221 -4.4079 0.04 0.13 0.00 0.3670
H 6.7280 0.9836 -4.3569 0.10 0.04 -0.08 0.3179
H 6.9553 -0.5075 -3.4316 0.03 0.07 0.20 0.2213
```
Positions in Å, forces in eV/Å.

The calculation puts the frontier orbital gap at 10.39 eV. Its SMILES is [H]/N=C/CCOCCOCS(=O)(=O)C(F)(F)C(F)(F)C(F)(F)C(F)(F)F.CCOC(=O)OC.CCOC(=O)OC.CCOC(=O)OC.CCOC(=O)OC. Its maximum force is 2.7 eV Å⁻¹.

(3)
Entry from OMol25: 2 unconnected molecules or ions with the total composition C4H7NO2 (ωB97M-V with the def2-TZVPD basis set).

Structure (XYZ):
```
14
Properties=species:S:1:pos:R:3:forces:R:3:nbo_charge:R:1
C 0.2184 1.9961 -0.1556 -0.03 0.06 -0.03 -0.7231
C -0.3589 0.6033 -0.1933 -0.16 -0.06 -0.21 0.5890
O -1.0678 0.2097 -1.0909 0.28 0.14 0.40 -0.5267
C -0.0022 -0.3161 0.9729 0.02 0.12 0.00 -0.3249
N -0.5278 -1.6354 0.8288 -0.37 -0.24 -0.31 -0.5732
C -1.3319 -2.0944 0.0388 -0.21 -0.26 -0.12 0.8912
O -2.0847 -2.7141 -0.6102 0.57 0.46 0.47 -0.5030
H 0.0733 2.4572 0.8271 0.03 -0.09 -0.12 0.2312
H -0.2560 2.6044 -0.9272 0.08 -0.08 0.11 0.2455
H 1.2976 1.9565 -0.3447 -0.14 -0.04 0.04 0.2409
H -0.3699 0.1384 1.9032 0.03 -0.03 -0.14 0.2262
H 1.0907 -0.3616 1.0679 -0.16 0.04 -0.03 0.2286
H 1.9116 -1.1913 -1.3056 -0.02 -0.05 0.00 -0.0062
H 1.4076 -1.6527 -1.0111 0.08 0.02 -0.06 0.0043
```
Positions in Å, forces in eV/Å.

The calculation puts the frontier orbital gap at 10.97 eV. Its SMILES is CC(=O)CN=C=O.[H][H]. Its maximum force is 0.9 eV Å⁻¹. For the energy relative to the best compared isomer or geometry (same formula, charge and spin), the calculation gives 158.5 kJ/mol.

> Which of these has the lowest frontier orbital gap?

C28H40F17N2O3